A structure of composition C45H53NP3PtSi in a non-equilibrium geometry, computed with wB97M-V/def2-TZVPD.

The geometry in XYZ format:
```
104
Properties=species:S:1:pos:R:3
Pt -0.09021 -0.09331 0.30208
N 1.05714 2.10218 -1.51093
P -0.28644 2.51991 -0.49017
C -0.60959 4.21499 -1.16798
C -1.11857 5.21068 -0.34349
C -1.42743 6.46046 -0.86390
C -1.22231 6.72441 -2.20762
C -0.72295 5.73030 -3.03954
C -0.42376 4.47968 -2.52645
C -1.68880 1.73032 -1.39432
C -2.93915 1.78672 -0.77411
C -4.09264 1.51076 -1.49196
C -4.00809 1.18076 -2.83687
C -2.76655 1.06554 -3.44690
C -1.61074 1.33676 -2.73159
P 1.66348 0.53701 -1.27687
C 1.75187 -0.12173 -2.98275
C 2.01659 0.74296 -4.04256
C 2.12680 0.24285 -5.32833
C 1.96814 -1.11796 -5.56431
C 1.71541 -1.98176 -4.51063
C 1.61062 -1.48229 -3.22020
C 3.45584 0.78069 -1.02964
C 4.27206 -0.34370 -1.16083
C 5.64717 -0.20646 -1.20672
C 6.22290 1.05473 -1.12170
C 5.41897 2.16848 -0.94025
C 4.03920 2.03292 -0.87374
H 1.73388 2.84932 -1.60621
H -1.27417 5.01110 0.71066
H -1.83110 7.22894 -0.21808
H -1.45589 7.69950 -2.61388
H -0.57560 5.92186 -4.09457
H -0.05751 3.70984 -3.19041
H -3.01562 2.10681 0.26038
H -5.05907 1.57687 -1.00919
H -4.90879 1.00754 -3.41140
H -2.69198 0.77208 -4.48670
H -0.65279 1.29518 -3.22877
H 2.15445 1.80067 -3.85556
H 2.34315 0.91224 -6.15047
H 2.03726 -1.50095 -6.57370
H 1.59422 -3.04029 -4.70159
H 1.42889 -2.14896 -2.38469
H 3.82147 -1.32587 -1.25124
H 6.27120 -1.08272 -1.32206
H 7.29670 1.16636 -1.18591
H 5.86341 3.15133 -0.85632
H 3.43763 2.91557 -0.69346
C -1.33529 -3.38036 -2.71515
C -2.02060 -3.20315 -1.36362
C -3.32539 -2.44589 -1.56477
P -0.95538 -2.38278 -0.06875
C 0.45204 -3.61244 0.04643
C 0.10050 -4.93322 0.72903
C 1.69581 -3.01697 0.70208
C -1.96875 -2.59288 1.49287
C -2.89249 -3.80651 1.59028
C -2.76264 -1.31564 1.80045
H -2.02027 -3.88819 -3.39654
H -0.43245 -3.98831 -2.65590
H -1.08064 -2.41505 -3.15317
H -2.23710 -4.18793 -0.93782
H -3.12493 -1.48700 -2.02845
H -3.85924 -2.26238 -0.63433
H -3.98429 -3.01213 -2.22596
H 0.70756 -3.82867 -0.99523
H -0.12339 -4.78488 1.78626
H 0.96186 -5.60033 0.66483
H -0.74000 -5.43752 0.25161
H 1.54112 -2.89865 1.76969
H 1.94901 -2.04191 0.28741
H 2.54687 -3.68588 0.55484
H -1.19636 -2.68471 2.26423
H -3.72642 -3.74894 0.89074
H -3.30849 -3.83543 2.59955
H -2.36912 -4.74614 1.42911
H -3.60269 -1.17598 1.11973
H -2.12008 -0.42656 1.71758
H -3.15514 -1.35689 2.81772
C 0.06207 -3.04075 5.65086
C 1.31048 -2.93955 5.05357
C 1.54512 -1.96733 4.09206
C 0.54258 -1.07200 3.71597
C -0.69095 -1.15759 4.36433
C -0.93586 -2.13536 5.31587
Si 0.87304 0.29486 2.43681
C 0.37395 1.84422 3.39854
C 1.18784 2.14938 4.49037
C 0.85388 3.17432 5.35982
C -0.30488 3.91135 5.15248
C -1.11786 3.62366 4.06683
C -0.77765 2.59850 3.19506
H -0.12852 -3.81356 6.38390
H 2.09963 -3.62641 5.33211
H 2.52840 -1.89345 3.64066
H -1.46646 -0.43571 4.13241
H -1.90560 -2.19775 5.79370
H 2.36224 0.33648 2.31855
H 2.08507 1.56526 4.66754
H 1.49070 3.39401 6.20685
H -0.57311 4.70118 5.84155
H -2.02365 4.19630 3.91095
H -1.42277 2.38095 2.34995
```

The calculation puts the HOMO-LUMO gap (alpha / beta) at 5.773 / 5.753 eV. For the energy above the lowest of the compared OMol25 structures with the same formula, charge and spin, the calculation gives 68.1 kcal/mol. Its charge is +1.

Results of the Löwdin charge analysis, in e, for atoms 1 through 99: 0.3740 -0.4128 0.9540 -0.3445 -0.0943 -0.0733 -0.0716 -0.0686 -0.0953 -0.4102 -0.1113 -0.0711 -0.0772 -0.0723 -0.1002 0.8548 -0.3506 -0.0867 -0.0607 -0.0633 -0.0681 -0.1085 -0.3358 -0.0921 -0.0629 -0.0663 -0.0666 -0.0852 0.0433 0.0966 0.1089 0.1093 0.1088 0.0919 0.0992 0.1108 0.1108 0.1117 0.0796 0.1054 0.1114 0.1109 0.1113 0.0802 0.0981 0.1113 0.1107 0.1111 0.0971 -0.1075 -0.5244 -0.0982 0.9901 -0.5302 -0.0987 -0.1302 -0.5314 -0.0948 -0.1409 0.0896 0.0638 0.0694 0.1005 0.0604 0.0507 0.0940 0.0772 0.0803 0.0885 0.0696 0.0463 0.0110 0.0923 0.0831 0.0735 0.0896 0.0558 0.0690 0.0100 0.0807 -0.0723 -0.0745 -0.1298 -0.3280 -0.1236 -0.0718 0.5854 -0.3351 -0.1071 -0.0732 -0.0781 -0.0859 -0.1370 0.1074 0.1075 0.0987 0.0967 0.1088 -0.0073

***

A structure of composition C45H53O2PSSn, computed with wB97M-V/def2-TZVPD.

The geometry in XYZ format:
```
103
Properties=species:S:1:pos:R:3
Sn 1.22130 -1.28707 0.14197
C -1.67988 -1.32305 1.95141
C -1.91563 -2.41452 1.07179
C -1.11327 -3.50157 1.54546
C -0.42211 -3.03341 2.68686
C -0.76604 -1.69752 2.94332
C -0.29320 -0.87439 4.12449
C -0.93215 -1.40302 5.41978
C 1.23169 -0.95932 4.26852
C -0.68461 0.59453 3.96668
C -0.87029 -4.91694 1.01007
C -2.17578 -5.67884 0.72487
C -0.12790 -5.76139 2.05812
C 0.02493 -4.92808 -0.24232
C -2.95177 -2.28824 -0.05431
C -4.29246 -2.92777 0.35494
C -3.25419 -0.80759 -0.33555
C -2.50485 -2.86765 -1.40346
H -2.12301 -0.34078 1.86430
H 0.27428 -3.60597 3.28423
H -0.66440 -2.45095 5.57292
H -2.02123 -1.34483 5.35119
H -0.60268 -0.82422 6.29301
H 1.55421 -1.99104 4.42263
H 1.57791 -0.36035 5.12010
H 1.72294 -0.59182 3.36512
H -1.76939 0.70666 3.90758
H -0.25950 1.02259 3.05633
H -0.32923 1.18202 4.82077
H -2.85289 -5.59406 1.57806
H -1.96423 -6.74095 0.55073
H -2.69564 -5.30561 -0.15484
H -0.70677 -5.84773 2.98124
H 0.84311 -5.32897 2.29916
H 0.04220 -6.76693 1.65792
H -0.31491 -4.24016 -1.01146
H 0.07224 -5.93732 -0.67333
H 1.04075 -4.62667 0.02294
H -4.62373 -2.50009 1.30389
H -4.20215 -4.00401 0.48896
H -5.06435 -2.74004 -0.40356
H -3.75466 -0.33205 0.51113
H -3.91661 -0.72488 -1.20480
H -2.33261 -0.25882 -0.54352
H -2.35095 -3.94316 -1.37338
H -1.57088 -2.40498 -1.73444
H -3.26975 -2.66726 -2.16357
O 5.48031 -1.98499 -0.43938
C 4.35595 -1.64567 -0.81131
O 3.30679 -1.79957 -0.09129
C 4.24007 -0.99078 -2.19188
C 5.46886 -0.64603 -2.76394
C 5.57511 -0.00890 -3.98548
C 4.41036 0.29928 -4.67988
C 3.18733 -0.03616 -4.13924
C 3.05910 -0.68567 -2.89692
S 1.39709 -1.07003 -2.45090
H 6.35016 -0.90242 -2.19193
H 6.54873 0.24496 -4.38961
H 4.45284 0.80835 -5.63730
H 2.27526 0.21129 -4.66932
C 1.33341 4.45924 0.99407
C -0.04836 3.99657 1.37773
C -0.62242 4.54237 2.52733
C -1.88779 4.18476 2.96295
C -2.61257 3.24586 2.24657
C -2.04803 2.67665 1.11816
C -0.78156 3.04247 0.65359
P -0.33622 2.10516 -0.88259
C -1.16530 3.19429 -2.12943
C -1.41930 4.54280 -1.87756
C -2.04953 5.35088 -2.81072
C -2.44006 4.80677 -4.02651
C -2.19297 3.46889 -4.28837
C -1.55862 2.64470 -3.35729
C -1.30214 1.20028 -3.69463
C 1.42583 2.37952 -1.24802
C 1.86342 3.10794 -2.35156
C 3.21071 3.19190 -2.67200
C 4.13406 2.52913 -1.87174
C 3.71259 1.79810 -0.77741
C 2.35500 1.68686 -0.43786
C 1.92583 0.86373 0.68960
H 1.60444 5.33936 1.58011
H 1.41253 4.70517 -0.06381
H 2.07288 3.67780 1.18156
H -0.05040 5.27153 3.09168
H -2.29608 4.62636 3.86445
H -3.59518 2.93292 2.57766
H -2.59565 1.91064 0.58017
H -1.11993 4.96591 -0.92634
H -2.23425 6.39552 -2.58959
H -2.93646 5.42174 -4.76884
H -2.49716 3.04183 -5.23803
H -1.60670 0.99087 -4.72149
H -1.85551 0.53553 -3.02728
H -0.24899 0.93321 -3.57963
H 1.14139 3.62079 -2.97532
H 3.53094 3.74561 -3.54647
H 5.18930 2.55764 -2.11872
H 4.43847 1.26399 -0.17308
H 1.07379 1.26108 1.24396
H 2.73679 0.62811 1.38111
```

The calculation puts the HOMO-LUMO gap at 5.332 eV. For the energy above the lowest of the compared OMol25 structures with the same formula, charge and spin, the calculation gives 6.4 kcal/mol. Its charge is -2.

Results of the Löwdin charge analysis, in e, for atoms 1 through 99: 1.1132 -0.1037 -0.2032 -0.2050 -0.1056 -0.2932 -0.5629 -0.0687 -0.0555 -0.0678 -0.5304 -0.0719 -0.0941 -0.0643 -0.5265 -0.0605 -0.0955 -0.0580 0.0712 0.0825 0.0726 0.0781 0.0663 0.0742 0.0726 0.0640 0.0749 0.0678 0.0775 0.0826 0.0689 0.0447 0.0820 0.0722 0.0707 0.0501 0.0751 0.0732 0.0811 0.0487 0.0701 0.0703 0.0753 0.0484 0.0466 0.0694 0.0750 -0.0061 -0.6118 -0.2729 -0.1505 -0.0574 -0.1214 -0.1232 -0.1571 -0.5869 0.5104 0.1033 0.0826 0.0887 0.0818 -0.0400 -0.2630 -0.0653 -0.1016 -0.1001 -0.1125 -0.3298 1.1441 -0.3123 -0.0845 -0.1037 -0.1103 -0.0654 -0.2761 -0.0706 -0.3629 -0.1064 -0.1132 -0.1019 -0.0558 -0.3740 -0.3149 0.0699 0.0734 0.0804 0.0988 0.0919 0.0988 0.0828 0.0985 0.0909 0.0890 0.0994 0.0725 0.0700 0.0220 0.0944 0.0878

***

Question: Look up the energy above the lowest of the compared OMol25 structures with the same formula, charge and spin of the second one.
Answer: 6.4 kcal/mol